No. 1
Molecular formula: C25H47Br2NO3Si2Tl
Method: DFT, ωB97M-V with the def2-TZVPD basis set

Calculated values
E_LUMO (alpha / beta) in eV: -5.4 / -4.5
Relative energy (zero: lowest compared OMol25 entry of this formula, charge and spin) in kcal/mol: 3.7
HOMO (alpha / beta) in eV: -11.5 / -11.4
Net charge: +1

The geometry in XYZ format:
```
81
Properties=species:S:1:pos:R:3:forces:R:3
O 0.3889 1.0170 -1.8545 0.1 0.6 0.6
O 1.6098 -1.9807 -3.3141 0.5 -0.3 -0.3
C -0.7724 1.7823 -2.2138 0.4 -0.3 -0.3
C -0.9481 3.1535 -1.5851 0.0 0.1 0.0
H -1.6108 1.1388 -1.9140 0.1 0.1 -0.3
H -0.7580 1.8695 -3.3109 -0.3 0.1 0.2
H -0.9101 3.1337 -0.4919 0.1 -0.1 -0.2
H -1.9314 3.5317 -1.8761 0.0 0.0 0.0
H -0.2142 3.8820 -1.9388 0.0 -0.1 0.0
C 1.5741 1.7148 -1.4497 -0.4 0.0 0.0
C 2.4635 2.0903 -2.6221 0.1 0.0 0.1
H 2.0787 1.0083 -0.7785 0.1 0.1 -0.1
H 1.3121 2.6011 -0.8454 0.1 -0.3 -0.2
H 2.8143 1.1922 -3.1463 -0.2 0.2 0.1
H 3.3395 2.6286 -2.2391 -0.1 -0.1 -0.2
H 1.9341 2.7524 -3.3200 0.1 -0.2 0.1
C 2.7063 -2.8854 -3.0807 -0.3 0.2 0.0
C 1.2935 -1.7094 -4.6836 -0.1 -0.1 0.4
C 3.9624 -2.1485 -2.6722 0.1 0.1 -0.1
H 2.9035 -3.5034 -3.9765 -0.2 0.1 0.3
H 2.4034 -3.5450 -2.2521 0.0 0.1 -0.4
H 4.3261 -1.5312 -3.4991 0.1 0.0 0.2
H 4.7310 -2.8777 -2.4061 0.1 0.1 0.0
H 3.7820 -1.5186 -1.7960 0.0 0.0 -0.2
C 2.4424 -1.1300 -5.4786 0.0 0.0 -0.2
H 0.4640 -0.9889 -4.6379 0.2 -0.2 0.0
H 0.9211 -2.6327 -5.1647 0.1 0.2 0.1
H 2.8443 -0.2258 -5.0159 0.0 -0.1 0.0
H 2.0691 -0.8592 -6.4674 0.1 0.0 -0.1
H 3.2440 -1.8629 -5.6011 0.0 0.1 -0.1
H 0.0778 -1.1541 -1.8357 -0.2 -0.7 0.6
Tl -0.1934 -0.6182 1.7536 0.1 0.5 -0.1
C -0.3455 -1.9019 -1.1258 0.1 0.3 -0.6
Si -1.1487 -3.3943 -1.9819 0.2 0.0 -0.2
H 0.4550 -2.2336 -0.4474 -0.2 0.1 0.0
H -1.1652 -1.3920 -0.5859 0.2 -0.2 0.0
C -2.1671 -2.7264 -3.4120 -0.2 0.0 0.1
C -2.1913 -4.2316 -0.6604 -0.1 0.0 -0.1
C -0.0052 -4.7457 -2.6247 0.1 0.0 -0.1
C -2.3602 0.9381 1.1761 -0.2 0.7 -0.7
Si -3.3698 0.8026 2.7268 -0.5 -0.6 0.9
H -2.6437 0.4263 0.2493 0.1 -0.1 0.3
H -1.8880 1.8929 0.9269 0.2 -0.3 0.2
C -4.0496 -0.9705 2.7417 0.0 0.3 0.0
C -4.7795 2.0581 2.7852 0.0 0.1 -0.4
C -2.3078 1.1392 4.2614 0.1 0.0 0.0
H -0.5656 -5.4451 -3.2652 0.0 0.2 0.3
H 0.4088 -5.3175 -1.7835 0.0 0.0 -0.2
H 0.8320 -4.3662 -3.2176 -0.3 -0.1 0.1
H -2.9677 -2.0694 -3.0467 0.1 -0.1 -0.1
H -2.6372 -3.5382 -3.9798 0.0 0.1 0.1
H -1.5560 -2.1445 -4.1129 0.0 -0.1 0.2
H -2.6221 -3.5070 0.0419 -0.1 -0.2 -0.1
H -1.5676 -4.9357 -0.0915 -0.2 0.1 -0.1
H -3.0047 -4.7978 -1.1323 0.1 0.0 0.2
H -5.1716 2.2151 1.7697 0.0 0.0 0.3
H -4.4322 3.0305 3.1687 -0.1 -0.3 -0.2
H -5.6141 1.7260 3.4224 0.3 0.0 -0.2
H -1.9958 2.1950 4.2992 -0.1 -0.2 -0.1
H -1.3998 0.5199 4.3240 -0.2 0.1 0.0
H -2.8958 0.9463 5.1737 0.1 0.0 -0.3
H -4.7834 -1.1104 3.5474 0.2 0.0 -0.2
H -3.2602 -1.7270 2.8738 -0.2 0.2 -0.1
H -4.5616 -1.1733 1.7887 0.1 0.0 0.2
Br -0.4922 5.1496 1.8179 0.3 -0.1 0.4
C 0.5390 4.1742 3.0492 0.2 -0.2 0.0
C 1.0053 4.7334 4.2334 0.0 0.0 0.0
C 1.6871 3.9662 5.1841 0.1 0.9 0.3
Br 2.2746 4.8431 6.7829 -0.3 -0.4 -0.8
C 1.9342 2.5778 5.0013 -0.2 -0.9 -0.7
C 2.5406 1.7238 5.9582 -0.1 0.3 -0.3
C 2.6302 0.3729 5.6954 -0.1 -0.2 -0.2
C 2.0742 -0.1353 4.5057 0.0 0.8 -0.1
N 1.5064 0.6553 3.5970 0.3 -0.1 -0.1
C 1.4722 1.9868 3.7786 0.1 -0.2 1.2
C 0.8151 2.7857 2.7161 -0.6 -0.7 -1.0
O 0.4687 2.2505 1.6302 0.4 0.7 1.6
H 0.8380 5.7875 4.4375 -0.1 -0.2 -0.1
H 2.9307 2.1783 6.8696 -0.1 -0.3 -0.2
H 3.0837 -0.3336 6.3841 0.0 0.3 0.0
H 2.1058 -1.2026 4.2643 -0.1 0.3 0.2
```
Positions in Å, forces in eV/Å.

No. 2
Molecular formula: C25H47ClP2Ru
Method: DFT, ωB97M-V with the def2-TZVPD basis set

Calculated values
2S+1: 5
E_LUMO (alpha / beta) in eV: -4.7 / -8.8
HOMO (alpha / beta) in eV: -12.2 / -12.3
Net charge: +2

The geometry in XYZ format:
```
76
Properties=species:S:1:pos:R:3:forces:R:3
Ru 0.4083 -0.2982 -0.6909 1.3 -0.7 5.7
C -2.8608 1.8048 0.5880 0.1 0.1 -0.1
C -3.5813 1.0795 -0.4024 0.0 0.3 0.0
C -3.0592 -0.3711 1.3050 -0.1 0.0 -0.1
C -2.5455 0.9089 1.6535 0.2 0.2 0.1
C -3.7110 -0.2603 0.0424 0.1 0.0 -0.2
C -2.4419 3.2149 0.4530 0.3 0.3 -0.1
H -2.3702 3.4947 -0.6073 -0.1 0.0 0.3
H -1.4563 3.3640 0.9137 -0.2 0.1 0.0
H -3.1492 3.9183 0.9245 0.2 -0.3 0.0
C -1.7830 1.2265 2.8864 0.2 -0.1 0.3
H -0.8366 1.7396 2.6542 -0.3 0.0 0.0
H -1.5315 0.3150 3.4391 -0.1 0.3 -0.1
H -2.3513 1.8689 3.5791 0.1 0.0 -0.3
C -2.9473 -1.5787 2.1456 0.1 -0.4 0.4
H -3.8933 -1.7576 2.6819 0.2 0.0 -0.2
H -2.1680 -1.4543 2.9050 -0.2 -0.1 -0.2
H -2.7055 -2.4811 1.5684 -0.2 0.2 0.0
C -4.3665 -1.3274 -0.7462 -0.2 -0.3 0.1
H -5.3675 -1.0071 -1.0757 0.3 -0.1 0.1
H -4.4602 -2.2478 -0.1589 -0.1 0.2 -0.2
H -3.7906 -1.5541 -1.6591 -0.2 0.1 0.2
C -4.0629 1.6387 -1.6892 -0.2 0.0 -0.4
H -4.9674 2.2563 -1.5680 0.2 -0.1 0.2
H -4.3126 0.8493 -2.4095 0.0 0.2 0.2
H -3.3065 2.2902 -2.1509 -0.2 -0.1 0.2
C 1.8726 0.7185 -1.5254 0.8 1.1 -0.8
C 0.6499 1.4798 -1.4126 1.5 1.1 -0.6
C -0.2358 1.6372 -2.6041 -0.5 0.5 -0.4
C -1.0634 0.3606 -2.9359 -1.0 0.4 -0.3
C -0.7898 -0.8751 -2.1347 -0.9 -2.0 -1.3
C 0.4606 -1.5936 -2.2051 -0.6 -0.3 -1.2
C 1.5404 -1.2194 -3.2016 0.4 -0.1 -0.4
C 2.2910 0.0848 -2.8300 0.6 -0.2 0.0
H 0.3343 1.9039 -3.5196 -0.2 0.2 0.7
H -1.0023 0.1624 -4.0148 0.0 0.0 0.2
H -0.9389 2.4474 -2.3420 0.3 -0.2 -0.6
H 2.1838 0.8022 -3.6517 0.3 0.0 0.1
H 2.7148 1.0799 -0.9210 -0.3 -0.4 0.1
H 0.6684 2.2578 -0.6425 -0.2 0.0 -0.1
H 3.3493 -0.1750 -2.6995 -0.2 0.3 -0.4
H 2.3131 -2.0043 -3.3095 -0.6 0.1 0.1
H 0.4337 -2.6547 -1.8785 0.0 0.6 0.0
H 1.1005 -1.0719 -4.1940 0.0 -0.3 0.1
H -2.1081 0.6074 -2.7053 0.3 -0.1 -0.4
H -1.6583 -1.4261 -1.7669 0.0 0.0 -0.3
P 2.3891 3.5777 1.8449 -0.2 -0.5 -0.4
C 2.4994 4.5674 3.3863 0.0 -0.1 -0.2
H 3.3451 5.2555 3.4423 0.0 -0.1 0.0
H 2.5412 3.8490 4.2127 0.1 0.2 -0.1
H 1.5576 5.1231 3.4792 0.3 0.0 0.0
C 4.0015 2.6880 1.6910 0.1 -0.1 0.3
H 4.8905 3.3117 1.8753 -0.3 -0.2 -0.1
H 4.0698 2.2415 0.6859 0.0 0.3 0.3
H 4.0070 1.8480 2.4037 0.1 0.3 -0.1
C 2.4675 4.7665 0.4367 -0.1 0.1 0.1
H 2.5520 4.1886 -0.4976 0.0 0.2 0.3
H 3.2765 5.5093 0.4831 -0.2 -0.2 0.0
H 1.4985 5.2825 0.4099 0.3 0.1 -0.1
P 1.5751 -4.7305 0.5873 -0.1 -2.0 -0.9
C 0.1711 -5.5746 -0.2221 -0.6 0.5 0.0
H 0.5774 -6.0874 -1.1087 -0.4 0.0 0.7
H -0.5026 -4.7953 -0.6021 -0.2 -0.3 0.1
H -0.3801 -6.2570 0.4289 0.1 0.2 0.0
C 2.7978 -5.3331 -0.6323 0.5 1.4 -0.3
H 2.2091 -5.4860 -1.5583 0.7 0.1 0.6
H 3.2947 -6.2533 -0.3231 0.0 0.0 0.1
H 3.5264 -4.5360 -0.8405 0.1 -0.5 0.1
C 1.7902 -5.1143 2.3429 -0.2 1.2 0.5
H 2.3203 -6.0422 2.5877 -0.1 0.1 -0.4
H 0.7980 -5.0662 2.8236 0.3 -0.3 -0.3
H 2.3193 -4.2473 2.7853 0.1 -0.5 -0.2
Cl 0.5775 -1.2083 2.1260 -0.9 -1.2 0.9
C 1.4353 -0.0829 1.1368 0.7 0.9 -1.3
H 1.4523 0.9412 1.5339 0.0 -0.4 0.3
H 2.4444 -0.4889 0.9945 -0.2 0.4 0.1
```
Positions in Å, forces in eV/Å.

No. 3
Molecular formula: C25H47F5N8O2P2
Method: DFT, ωB97M-V with the def2-TZVPD basis set

Calculated values
E_LUMO in eV: -1.0
SMILES string: FC(F)(F)C(F)(F)CCCc1cccc2nccnc12.CN(C)P(=O)(N(C)C)N(C)C.CN(C)P(=O)(N(C)C)N(C)C
HOMO in eV: -8.0
Net charge: 0

The geometry in XYZ format:
```
89
Properties=species:S:1:pos:R:3:forces:R:3
F 8.9666 2.7331 7.7176 -2.1 -2.3 -2.1
C 8.3370 1.8777 6.7751 1.5 -1.8 -0.9
F 7.2894 1.1004 7.3159 2.6 2.4 -0.8
F 9.3394 0.9419 6.3380 -2.4 2.1 1.4
C 7.9000 2.6935 5.4353 0.7 1.2 -0.4
F 7.2204 1.8541 4.5125 1.5 1.6 2.2
F 9.1532 3.0605 4.8005 -2.4 -1.0 1.3
C 7.1414 4.0769 5.7556 -0.9 0.1 -1.2
C 5.5472 4.0244 5.3983 0.3 0.5 1.0
C 4.8521 2.8559 6.2569 -1.0 0.2 -0.3
C 3.3069 3.1369 6.6130 -1.6 1.8 2.0
C 3.0315 4.1883 7.7333 -3.0 -2.6 -2.4
C 1.5375 4.4631 8.1503 -0.6 -2.9 -3.0
C 0.3944 3.7084 7.4430 3.2 0.3 0.0
C 0.6587 2.6370 6.3026 0.6 1.5 1.5
N -0.5049 1.9923 5.7510 5.1 -2.0 -2.3
C -0.0950 1.0381 4.7758 0.7 1.0 1.1
C 1.3702 0.7289 4.3566 0.1 2.0 2.0
N 2.5059 1.3924 4.9008 -5.2 0.0 0.6
C 2.1247 2.3613 5.8952 0.3 0.7 0.9
H 7.5927 4.8645 5.0402 -0.5 -1.4 1.3
H 7.2878 4.4283 6.8486 -0.1 -0.9 -1.9
H 5.3580 3.9642 4.2686 0.4 -0.2 1.7
H 5.1275 5.0415 5.7544 0.6 -1.6 -0.6
H 4.9140 1.8789 5.6567 0.0 1.4 1.2
H 5.4090 2.8024 7.2620 -0.9 -0.2 -1.6
H 3.8632 4.7481 8.2731 -1.2 -1.0 -1.0
H 1.2458 5.1898 8.9821 0.7 -1.1 -1.4
H -0.6976 3.9165 7.7542 2.0 -0.5 -0.7
H -0.9278 0.4321 4.2594 1.5 1.2 0.9
H 1.5466 -0.0876 3.5786 -0.2 1.4 1.2
C -1.8343 -1.6006 0.3109 0.5 -0.2 0.1
N -2.3540 -0.2506 0.1615 -1.1 -0.9 -0.2
C -3.5236 -0.1068 1.0320 0.0 0.4 -0.3
P -1.3188 1.1213 0.2517 2.4 -6.6 -1.9
O -0.7386 0.7184 1.6227 -1.0 3.4 0.7
N 0.1400 0.9387 -0.6124 1.6 0.9 0.4
C 0.4508 -0.1215 -1.5488 -0.4 0.3 -0.7
C 1.3628 1.3410 0.0814 -0.2 -0.1 0.5
N -1.9973 1.6545 -1.3150 -1.5 2.3 0.7
C -2.4557 3.0467 -1.2302 0.4 0.3 -0.4
C -2.9197 0.8975 -2.1541 -0.5 -0.5 0.3
H -2.6345 -2.3360 0.1739 -0.1 0.3 0.1
H -1.3767 -1.7769 1.2905 0.0 0.0 0.0
H -1.1041 -1.8375 -0.4595 0.1 0.2 0.0
H -3.9935 0.8717 0.8806 0.0 0.1 0.0
H -3.2541 -0.1900 2.0905 0.0 0.0 0.0
H -4.2831 -0.8601 0.8008 0.2 0.0 -0.1
H 0.8115 -1.0226 -1.0382 0.0 0.0 0.1
H 1.2352 0.1990 -2.2434 0.0 0.1 0.1
H -0.3971 -0.3933 -2.1771 -0.1 0.0 0.1
H 1.7164 0.5511 0.7557 0.1 0.1 0.1
H 1.1950 2.2454 0.6703 0.0 -0.2 0.0
H 2.1635 1.5718 -0.6273 -0.2 -0.1 -0.2
H -3.3779 3.1254 -0.6448 -0.1 0.2 -0.1
H -2.6277 3.4738 -2.2229 0.0 -0.1 0.1
H -1.6929 3.6659 -0.7461 0.0 -0.1 0.1
H -3.9288 0.8502 -1.7281 -0.1 -0.1 -0.1
H -2.5736 -0.1187 -2.3438 0.0 0.1 0.3
H -2.9982 1.3689 -3.1405 0.2 0.4 0.2
C -3.3141 -1.2765 -6.1665 -0.1 0.1 0.4
N -2.6574 -2.4600 -6.7066 -0.3 0.9 -1.1
C -1.5357 -2.0221 -7.5415 0.0 -0.5 -0.1
P -2.2240 -3.7840 -5.6930 -5.3 4.7 1.7
O -1.4312 -2.9002 -4.7091 2.5 -2.7 -0.8
N -3.4419 -4.2259 -4.5834 0.2 -0.8 1.6
C -4.8104 -3.7554 -4.5902 -0.3 -0.5 -0.6
C -3.0190 -4.4507 -3.2017 0.4 0.4 0.0
N -3.0857 -4.8593 -6.8347 2.1 -1.5 -1.1
C -2.2233 -5.9778 -7.2358 -0.2 -0.5 0.2
C -3.8830 -4.4380 -7.9813 0.2 0.6 -0.4
H -3.5531 -0.5696 -6.9685 0.2 -0.2 -0.1
H -2.7010 -0.7521 -5.4252 0.0 0.1 0.0
H -4.2737 -1.5163 -5.7141 0.1 -0.2 0.1
H -1.0692 -2.8822 -8.0349 0.0 0.0 0.0
H -0.7652 -1.5144 -6.9514 0.0 0.0 0.0
H -1.8734 -1.3486 -8.3353 -0.1 0.0 0.1
H -4.9098 -2.7849 -4.0885 0.1 0.0 0.0
H -5.4617 -4.4643 -4.0666 0.1 0.0 0.1
H -5.2238 -3.6719 -5.5950 0.2 0.1 -0.1
H -2.9264 -3.5032 -2.6561 0.1 0.0 0.1
H -2.0541 -4.9611 -3.1688 -0.1 0.2 0.0
H -3.7289 -5.0883 -2.6665 -0.2 0.1 -0.3
H -1.4373 -5.6459 -7.9224 0.0 -0.2 -0.1
H -2.7984 -6.7767 -7.7139 0.0 0.1 0.0
H -1.7415 -6.4168 -6.3556 0.0 0.1 0.0
H -3.2646 -4.0550 -8.8013 -0.1 0.0 -0.1
H -4.6225 -3.6810 -7.7202 0.3 0.0 0.1
H -4.4568 -5.2882 -8.3675 0.3 -0.3 0.2
```
Positions in Å, forces in eV/Å.